Entry 1:
DFT (the ωB97M-V functional and the def2-TZVPD basis) results for an isolated molecule of C23H28N6O3.

Results
SMILES string = CCOC(=O)[C@@H](Cc1ccccc1)NC(=O)CCc1nnc2ccc(N3CCCC3)nn12
total energy = -1447.5238 Eh
gap between HOMO and LUMO = 8.56 eV
HOMO level = -8.2 eV

Element x y z (Å)
1 C 2.500 3.064 2.565
2 C 1.188 2.741 1.867
3 O 1.232 1.461 1.219
4 C 1.132 0.392 1.993
5 O 1.024 0.394 3.190
6 C 1.151 -0.898 1.169
7 C 2.430 -1.684 1.517
8 C 3.632 -0.812 1.289
9 C 4.098 -0.582 0.000
10 C 5.169 0.264 -0.220
11 C 5.788 0.893 0.847
12 C 5.331 0.670 2.134
13 C 4.259 -0.177 2.353
14 N -0.045 -1.636 1.500
15 C -0.884 -2.116 0.556
16 O -0.579 -2.176 -0.619
17 C -2.234 -2.583 1.079
18 C -2.876 -1.599 2.070
19 C -2.552 -0.184 1.748
20 N -2.185 0.737 2.612
21 N -1.927 1.871 1.971
22 C -2.126 1.657 0.685
23 C -1.982 2.461 -0.465
24 C -2.217 1.885 -1.669
25 C -2.611 0.501 -1.741
26 N -2.810 -0.113 -2.918
27 C -2.658 0.486 -4.225
28 C -3.096 -0.625 -5.177
29 C -2.666 -1.891 -4.439
30 C -2.973 -1.554 -2.983
31 N -2.805 -0.235 -0.664
32 N -2.536 0.349 0.500
33 H 3.330 2.979 1.867
34 H 2.461 4.077 2.955
35 H 2.663 2.375 3.389
36 H 0.353 2.739 2.575
37 H 0.986 3.446 1.059
38 H 1.127 -0.664 0.101
39 H 2.469 -2.577 0.891
40 H 2.374 -1.984 2.565
41 H 3.616 -1.073 -0.834
42 H 5.523 0.434 -1.227
43 H 6.624 1.556 0.675
44 H 5.809 1.159 2.970
45 H 3.900 -0.344 3.358
46 H -0.339 -1.565 2.463
47 H -2.874 -2.704 0.205
48 H -2.111 -3.559 1.553
49 H -2.544 -1.777 3.094
50 H -3.961 -1.738 2.050
51 H -1.683 3.490 -0.354
52 H -2.104 2.446 -2.582
53 H -3.280 1.381 -4.322
54 H -1.611 0.764 -4.408
55 H -2.639 -0.529 -6.160
56 H -4.180 -0.610 -5.293
57 H -3.197 -2.777 -4.780
58 H -1.596 -2.054 -4.565
59 H -2.289 -2.027 -2.274
60 H -4.000 -1.822 -2.713

Entry 2:
DFT (the ωB97M-V functional and the def2-TZVPD basis) results for an isolated molecule of C23H28N6O4.

Results
SMILES string = CC[C@@H](C(=O)NC1CCCC1)N(C(=O)Cn1nnc(-c2ccc(C)o2)n1)c1cccc(O)c1
total energy = -1522.7504 Eh
gap between HOMO and LUMO = 8.96 eV
HOMO level = -8.5 eV

Element x y z (Å)
1 C -4.569 -1.126 -2.216
2 C -3.936 -1.166 -0.832
3 C -2.474 -0.695 -0.858
4 C -2.380 0.845 -0.921
5 O -3.228 1.504 -1.482
6 N -1.252 1.373 -0.410
7 C -1.105 2.807 -0.246
8 C 0.371 3.201 -0.350
9 C 0.867 3.157 1.092
10 C -0.293 3.773 1.872
11 C -1.553 3.258 1.163
12 N -1.724 -1.241 0.273
13 C -2.007 -0.772 1.509
14 O -2.910 0.002 1.738
15 C -1.053 -1.189 2.644
16 N 0.308 -1.220 2.219
17 N 1.147 -2.169 2.536
18 N 2.258 -1.916 1.951
19 C 2.075 -0.773 1.252
20 C 3.085 -0.193 0.427
21 C 4.392 -0.571 0.250
22 C 4.933 0.336 -0.684
23 C 3.927 1.201 -1.018
24 C 3.895 2.362 -1.943
25 O 2.801 0.880 -0.350
26 N 0.836 -0.312 1.421
27 C -0.806 -2.285 -0.003
28 C -0.961 -3.537 0.576
29 C -0.043 -4.536 0.298
30 C 1.017 -4.304 -0.554
31 C 1.163 -3.055 -1.154
32 O 2.214 -2.859 -1.986
33 C 0.244 -2.051 -0.885
34 H -4.035 -1.779 -2.905
35 H -5.603 -1.458 -2.160
36 H -4.548 -0.112 -2.601
37 H -4.498 -0.528 -0.150
38 H -3.957 -2.188 -0.446
39 H -2.002 -1.082 -1.768
40 H -0.607 0.811 0.131
41 H -1.717 3.261 -1.029
42 H 0.920 2.526 -1.003
43 H 0.453 4.215 -0.743
44 H 1.800 3.702 1.233
45 H 1.022 2.122 1.397
46 H -0.275 3.502 2.926
47 H -0.242 4.860 1.801
48 H -2.319 4.028 1.102
49 H -1.986 2.408 1.688
50 H -1.298 -2.176 3.040
51 H -1.185 -0.448 3.440
52 H 4.879 -1.390 0.735
53 H 5.935 0.349 -1.060
54 H 4.875 2.503 -2.387
55 H 3.164 2.204 -2.736
56 H 3.611 3.265 -1.404
57 H -1.794 -3.725 1.235
58 H -0.158 -5.506 0.755
59 H 1.745 -5.068 -0.769
60 H 2.221 -1.950 -2.311
61 H 0.359 -1.073 -1.336

Question: Which of these has the highest HOMO level?
Answer: C23H28N6O3